Formula: C4H2N2S
Source: the OMol25 dataset
Level of theory: wB97M-V/def2-TZVPD

Results
HOMO-LUMO gap = 7.94 eV
energy above the lowest of the compared OMol25 structures with the same formula, charge and spin = 2.377 eV
net charge = 0

Each line ends with the Mulliken charge.
Element x y z (Å)
C1 0.2132 -1.2499 2.4769  0.41
C2 -1.6094 -0.1793 -0.1736  0.43
C3 -0.1060 -0.0520 1.9519  0.08
C4 -0.2701 -0.4625 0.0757  -0.77
N1 0.5921 -2.2761 2.7885  -0.32
N2 -2.7495 -0.0036 -0.1798  -0.37
S1 -0.2760 1.3426 2.6270  -0.17
H1 0.1847 -1.3950 -0.0797  0.39
H2 0.3564 0.1894 -0.3955  0.33

Formula: C16H40CrO18S5
Source: the OMol25 dataset
Level of theory: wB97M-V/def2-TZVPD

Results
HOMO-LUMO gap (alpha / beta) = 6.21 / 6.66 eV
energy above the lowest of the compared OMol25 structures with the same formula, charge and spin = 0.818 eV
2S+1 = 5
net charge = 0

Each line ends with the Mulliken charge.
Element x y z (Å)
Cr1 -0.3329 1.1869 -0.4983  0.56
C1 0.0813 3.3787 -1.8351  0.51
O1 -0.7033 3.2614 -0.9011  -0.81
O2 0.1519 4.3280 -2.6188  -0.79
O3 0.7758 2.3337 -1.8927  -0.75
O4 -2.6638 1.8811 2.8942  -0.67
S1 -3.0821 1.7959 1.4878  0.96
O5 -2.1716 1.2700 0.4631  -0.12
O6 -4.6074 1.0792 1.3579  -0.41
C2 -4.6470 -0.3112 1.4025  -0.14
C3 -4.3298 -0.9746 0.0535  -0.45
C4 -3.5845 3.5143 0.8336  -1.07
H1 -5.6579 -0.5674 1.7198  0.30
H2 -4.0123 -0.6615 2.2164  0.07
H3 -4.2079 -2.0562 0.1101  0.39
H4 -3.3114 -0.7183 -0.2385  -0.33
H5 -5.0128 -0.7951 -0.7768  0.34
H6 -3.8623 3.3719 -0.2107  0.28
H7 -2.6788 4.1147 0.9185  0.35
H8 -4.4020 3.8831 1.4531  0.47
O7 2.4289 2.9866 2.4435  -0.66
S2 1.4092 1.8918 2.5067  0.85
O8 0.3084 1.8167 1.5215  0.02
O9 2.1991 0.4293 2.6221  -0.16
C5 3.4894 0.3889 3.2214  -0.17
C6 3.8697 -1.0003 3.6197  -1.39
C7 0.5875 1.6847 4.1370  -0.89
H9 3.5491 1.0444 4.0902  0.59
H10 4.0914 0.8812 2.4575  0.19
H11 4.9326 -1.0902 3.8438  0.39
H12 3.6616 -1.7540 2.8603  0.18
H13 3.2906 -1.3042 4.4916  0.38
H14 0.1355 2.6679 4.2674  0.44
H15 1.3290 1.4001 4.8836  0.39
H16 -0.1708 0.9030 4.0913  0.08
O10 -1.5999 -3.0204 0.7128  -0.70
S3 -0.5545 -1.9900 0.9749  1.37
O11 -0.5502 -0.7936 0.1001  -0.78
O12 -0.6522 -1.4908 2.5307  0.05
C8 -0.7366 -2.4719 3.5141  -0.55
C9 -2.1860 -2.3102 4.0251  -1.24
C10 1.0928 -2.8267 0.8724  -1.12
H17 -0.0067 -2.4123 4.3215  0.37
H18 -0.5624 -3.4874 3.1584  0.46
H19 -2.4301 -1.3041 4.3662  0.27
H20 -2.3199 -2.9015 4.9308  0.50
H21 -2.9501 -2.6529 3.3274  0.28
H22 1.7074 -2.4455 0.0569  0.15
H23 0.8919 -3.8969 0.9214  0.52
H24 1.5707 -2.5180 1.8021  0.29
O13 -3.0816 -0.2331 -4.0307  -0.69
S4 -1.7712 0.2912 -3.5636  1.08
O14 -1.3739 0.3684 -2.1571  0.27
O15 -0.5762 -0.5276 -4.4973  -0.30
C11 -0.6419 -1.9327 -4.5894  -0.66
C12 -0.1935 -2.6629 -3.3632  -0.20
C13 -1.6398 1.9895 -4.4007  -1.08
H25 0.0029 -2.0915 -5.4537  0.31
H26 -1.6744 -2.1847 -4.8314  0.41
H27 -0.7371 -2.2231 -2.5270  -0.20
H28 0.8791 -2.5078 -3.2476  0.05
H29 -0.2879 -3.7488 -3.3670  0.48
H30 -2.0289 2.7181 -3.6895  0.36
H31 -2.1700 2.0850 -5.3483  0.41
H32 -0.5848 2.2636 -4.3991  0.32
O16 1.7108 0.2491 -0.2967  0.69
S5 3.1557 0.0671 -0.4441  0.71
O17 3.9525 -0.8424 0.3408  -0.61
O18 3.2985 -0.4789 -2.0253  -0.41
C14 2.5874 0.0815 -3.1707  0.83
C15 3.0133 -0.6782 -4.3663  -1.78
C16 4.0495 1.7191 -0.6293  -0.98
H33 2.8324 1.1315 -3.3309  0.34
H34 1.5199 -0.1214 -3.0849  -0.34
H35 4.0429 -0.3615 -4.5329  0.51
H36 2.5136 -0.2657 -5.2427  0.37
H37 3.0300 -1.7668 -4.4189  0.32
H38 3.8840 2.2895 0.2846  0.27
H39 3.6171 2.1779 -1.5185  0.29
H40 5.1047 1.4575 -0.7092  0.44

Formula: C49H42EuN7O3
Source: the OMol25 dataset
Level of theory: wB97M-V/def2-TZVPD

Results
HOMO-LUMO gap (alpha / beta) = 4.62 / 4.49 eV
energy above the lowest of the compared OMol25 structures with the same formula, charge and spin = 4.266 eV
2S+1 = 7
net charge = 0

Each line ends with the Mulliken charge.
Element x y z (Å)
Eu1 0.6274 0.3749 1.4454  1.04
C1 -2.7830 -5.0598 0.5676  -1.07
O1 -1.9375 -4.0371 0.0617  -0.30
C2 -2.5476 -2.8330 -0.0857  -0.12
C3 -3.9324 -2.7958 -0.3061  -0.60
C4 -4.6005 -1.5630 -0.1935  -1.20
C5 -3.9135 -0.4439 0.3054  -0.64
C6 -2.5615 -0.5425 0.6874  -0.05
C7 -2.1591 0.5902 1.5157  -0.59
N1 -1.4688 1.6332 1.0183  0.97
N2 -1.1248 2.6286 1.9616  -1.16
C8 0.0684 3.1964 1.7280  1.13
O2 1.1603 2.6744 1.3161  -0.78
C9 0.1440 4.6007 2.2325  -0.11
C10 1.3292 4.8676 2.8984  -0.29
C11 1.8126 6.1278 3.1350  -0.68
C12 1.0520 7.1914 2.6755  -0.23
C13 -0.2444 6.9766 2.2116  -0.74
C14 -0.7391 5.6746 2.1801  -0.12
C15 -1.7898 -1.6659 0.2696  1.97
O3 -0.4994 -1.7991 0.7461  -0.60
H1 -3.3141 -5.5493 -0.2554  0.34
H2 -3.4736 -4.6543 1.3287  0.48
H3 -2.1374 -5.8332 1.0096  0.24
H4 -4.4520 -3.7144 -0.4897  0.52
H5 -5.6558 -1.4250 -0.4324  0.43
H6 -4.4542 0.4725 0.5565  0.46
H7 -2.0769 0.5512 2.6141  0.42
H8 1.8901 4.0321 3.2624  0.36
H9 2.7526 6.2683 3.6820  0.36
H10 1.4159 8.1841 2.7966  0.40
H11 -0.9192 7.7819 1.9693  0.38
H12 -1.7783 5.4966 1.9787  0.34
C16 3.6432 -3.1056 2.2637  -0.93
C17 2.5329 -2.2777 1.6174  -0.21
N3 1.9621 -1.2605 2.5310  -0.11
C18 2.3201 -1.2566 3.8103  -0.50
C19 3.3817 -2.0075 4.3722  1.49
C20 4.0926 -2.9045 3.5227  -1.14
C21 3.7772 -1.8804 5.7217  -1.07
C22 3.0407 -1.0713 6.5510  -0.99
C23 1.9033 -0.3122 6.0800  0.87
C24 1.0961 0.4470 6.9186  -0.52
C25 0.0794 1.2272 6.3706  -1.09
C26 -0.1176 1.2064 5.0154  -0.36
N4 0.6091 0.4298 4.1453  0.25
C27 1.5542 -0.3760 4.6859  0.47
H13 4.1720 -3.8290 1.6318  0.49
H14 3.0768 -1.6676 0.8150  0.08
H15 5.0072 -3.4149 3.8649  0.35
H16 4.6469 -2.4131 6.1125  0.35
H17 3.3122 -0.9682 7.5921  0.35
H18 1.2843 0.5019 7.9658  0.47
H19 -0.5707 1.8048 7.0013  0.41
H20 -0.8526 1.8559 4.5491  0.50
C28 -3.1391 -0.0899 -5.4889  -1.32
C29 -1.6950 -0.3495 -5.8257  0.49
C30 -1.3850 -0.5764 -7.1781  -0.74
C31 -0.0538 -0.7226 -7.5935  -0.63
C32 0.9581 -0.9322 -6.6564  -0.96
C33 0.6466 -0.8218 -5.3063  0.20
C34 -0.6416 -0.3621 -4.8872  -0.10
N5 -0.8090 0.1781 -3.5635  0.23
C35 -0.2122 -0.3194 -2.4225  -0.42
N6 -0.0550 -1.6946 -2.4084  0.50
C36 0.5826 -2.4952 -1.3743  -0.66
C37 0.5446 -2.3672 0.0032  0.83
C38 1.4086 -3.1701 0.9306  0.83
C39 2.0675 -4.3044 0.2585  -1.70
C40 2.1285 -4.4209 -1.0955  -1.05
C41 1.3457 -3.5855 -1.9154  1.08
C42 1.4905 -3.8768 -3.3973  -1.57
N7 0.1701 0.3935 -1.3758  0.25
C43 -0.2780 1.7071 -1.3532  -0.66
C44 -1.5026 2.0150 -0.5647  0.72
C45 -2.0002 3.3638 -0.6324  -1.20
C46 -1.7947 4.0749 -1.7760  -1.29
C47 -0.8071 3.7033 -2.6863  -0.49
C48 0.0656 2.6929 -2.3172  1.07
C49 1.5070 2.9188 -2.7912  -1.87
H21 -3.7261 -0.0075 -6.3942  0.40
H22 -3.3129 0.8157 -4.9125  0.28
H23 -3.5687 -0.8886 -4.8805  0.29
H24 -2.2039 -0.5739 -7.8949  0.35
H25 0.1634 -0.6747 -8.6580  0.39
H26 1.9809 -1.1913 -6.9649  0.39
H27 1.3812 -1.0687 -4.5097  0.53
H28 -0.9835 1.1521 -3.5190  0.46
H29 -0.3358 -2.2296 -3.2306  0.44
H30 0.7951 -3.5348 1.7457  0.23
H31 2.5541 -5.0493 0.9143  0.82
H32 2.7452 -5.1552 -1.6006  0.34
H33 2.1036 -4.7933 -3.4703  0.43
H34 1.9906 -3.0542 -3.9036  0.24
H35 0.5448 -4.0940 -3.9090  0.36
H36 -2.3609 1.3641 -0.8409  0.37
H37 -2.5466 3.7885 0.2168  0.56
H38 -2.3475 4.9891 -1.8982  0.43
H39 -0.7062 4.1295 -3.6933  0.39
H40 1.9932 3.7480 -2.2515  0.30
H41 1.5850 3.2233 -3.8401  0.42
H42 2.0721 2.0113 -2.6168  0.35

Formula: C6H8O6Tb
Source: the OMol25 dataset
Level of theory: wB97M-V/def2-TZVPD

Results
HOMO-LUMO gap (alpha / beta) = 7.64 / 5.86 eV
energy above the lowest of the compared OMol25 structures with the same formula, charge and spin = 0.232 eV
2S+1 = 8
net charge = 0

Each line ends with the Mulliken charge.
Element x y z (Å)
O1 2.1223 0.5879 0.9998  -0.73
C1 0.0550 -1.7114 0.9187  0.33
C2 2.7046 -0.1579 0.0070  -0.43
O2 -0.2928 -2.5788 1.6879  -0.57
O3 1.0561 -1.9522 0.0949  -0.37
C3 1.7217 -1.0173 -0.7772  -0.22
H1 3.4561 -0.8357 0.4656  0.28
H2 3.2566 0.4330 -0.7561  0.29
H3 2.2512 -1.6487 -1.5018  0.37
H4 0.9707 -0.4368 -1.3200  0.12
H5 -2.0794 2.3904 -1.1221  0.30
O4 -0.6414 0.2816 1.9528  -0.74
O5 -0.4362 1.2779 -0.3834  -0.77
C4 -1.6882 1.3680 -0.9806  -0.47
C5 -2.6232 0.5941 -0.0598  -0.39
O6 -1.8919 -0.5973 0.2610  -0.36
C6 -0.7122 -0.3667 0.8704  1.25
H6 -1.6143 0.8470 -1.9538  0.26
H7 -3.5357 0.2711 -0.5726  0.32
H8 -2.8511 1.1594 0.8542  0.24
Tb1 0.7722 2.0924 1.3152  1.27

Formula: C10H20Cl2LuN2S
Source: the OMol25 dataset
Level of theory: wB97M-V/def2-TZVPD

Results
HOMO-LUMO gap (alpha / beta) = 4.50 / 4.50 eV
energy above the lowest of the compared OMol25 structures with the same formula, charge and spin = 1.028 eV
net charge = -1

Each line ends with the Mulliken charge.
Element x y z (Å)
Lu1 -0.2369 1.2776 -1.3122  0.20
Cl1 -2.4440 1.9772 -0.2865  -0.63
Cl2 0.5984 -0.6632 -2.7621  -0.67
C1 -0.5013 2.4149 -2.9567  -0.81
H1 0.5202 2.4999 -3.5151  0.14
H2 -0.5842 3.4793 -2.5620  0.16
C2 2.0309 1.2527 0.2078  -0.58
C3 1.2928 2.2193 -0.2758  0.59
H3 2.3756 0.3532 -0.3892  0.33
C4 0.3770 3.0829 0.5649  -0.81
H4 1.2970 2.6614 -1.3904  0.05
C5 1.2138 3.5923 1.7294  -0.86
H5 -0.0584 3.8850 -0.0450  0.35
H6 -0.5198 2.5857 0.9958  0.49
C6 1.7808 2.4028 2.4951  -0.71
H7 2.0183 4.1990 1.3180  0.35
H8 0.6364 4.2479 2.3894  0.36
C7 2.4309 1.2987 1.6700  -0.43
H9 2.5098 2.7483 3.2146  0.33
H10 0.9768 1.9513 3.0726  0.30
H11 3.5125 1.3930 1.7051  0.41
H12 2.2058 0.3127 2.0681  0.27
C8 -1.2165 -3.7619 -2.0084  -0.96
N1 -0.4245 -3.1379 -0.9497  -0.14
C9 -1.0001 -2.4710 0.0730  0.29
S1 -0.3899 -1.0164 0.6973  -0.34
N2 -2.1177 -3.0096 0.6078  -0.22
C10 -2.4262 -4.4404 0.5950  -0.89
H13 -2.2779 -3.5465 -1.8958  0.37
H14 -1.0708 -4.8461 -2.0116  0.29
H15 -0.8749 -3.3722 -2.9705  0.28
H16 0.4069 -2.6551 -1.3044  0.32
H17 -2.4568 -2.4851 1.4124  0.28
H18 -1.5367 -5.0694 0.7384  0.28
H19 -3.1223 -4.6347 1.4196  0.35
H20 -2.9249 -4.7257 -0.3387  0.23

Formula: C6H9N3
Source: the OMol25 dataset
Level of theory: wB97M-V/def2-TZVPD

Results
HOMO-LUMO gap (alpha / beta) = 3.80 / 4.53 eV
energy above the lowest of the compared OMol25 structures with the same formula, charge and spin = 3.221 eV
2S+1 = 3
net charge = 0

Each line ends with the Mulliken charge.
Element x y z (Å)
C1 1.8808 -1.6434 -1.6104  -0.46
C2 0.5894 -2.0306 -1.8087  -0.14
C3 0.7243 -0.5796 -0.1966  0.23
C4 -0.2955 0.2286 2.2211  -1.13
C5 0.2344 0.6874 1.1159  0.65
C6 0.5190 2.0510 0.6368  -1.12
N1 1.9461 -0.7236 -0.6074  -0.57
N2 -0.1559 -1.3333 -0.8828  0.45
N3 -1.5336 -1.3891 -0.6883  -0.84
H1 2.7716 -1.9539 -2.1176  0.43
H2 0.1434 -2.7299 -2.4856  0.44
H3 -0.6042 0.9073 3.0041  0.33
H4 -0.4451 -0.8191 2.4073  0.33
H5 1.5725 2.1328 0.3693  0.29
H6 -0.0645 2.2646 -0.2587  0.25
H7 0.2756 2.7844 1.4040  0.39
H8 -1.8569 -2.3484 -0.7873  0.24
H9 -2.0210 -0.8077 -1.3687  0.23